Entry 1:
C4H10O4 as an isolated structure at a distorted geometry, computed with wB97M-V/def2-TZVPD.

XYZ file:
```
18
Properties=species:S:1:pos:R:3:mulliken_charge:R:1
C 0.595 0.165 -1.900 -0.2223
C -0.356 0.200 -0.945 0.0322
C -0.070 1.118 0.343 -0.7893
O -1.264 1.315 0.891 -0.6280
C 2.033 0.035 -1.598 -0.0667
O 2.477 -0.172 -0.505 -0.4237
H 0.624 0.678 1.018 0.4537
H 0.369 0.353 -2.952 0.3210
H -1.312 0.416 -1.415 0.4285
H -0.512 -0.830 -0.362 0.1936
H 0.395 2.056 -0.008 0.4062
H 2.734 0.405 -2.358 0.3648
H -0.715 -2.469 0.312 0.3044
H -0.898 -1.196 1.476 0.3811
O -0.897 -1.532 0.377 -0.5718
H -1.251 0.666 1.709 0.5005
H -1.138 -0.788 3.370 0.1988
O -0.814 -0.420 2.547 -0.8831
```

ΔE to the lowest compared entry with this formula, charge and spin = 122.0 kcal per mole
Charge = 0
Total energy = -12495.3155 eV
Spin multiplicity = 1
HOMO-LUMO gap = 0.28998 hartree

=====

Entry 2:
A 8-piece molecular cluster, C30H83N7O9 overall at a distorted geometry, computed with wB97M-V/def2-TZVPD.

XYZ file:
```
129
Properties=species:S:1:pos:R:3:mulliken_charge:R:1
C -0.055 0.146 -0.354 1.1351
C 0.417 0.208 1.086 -0.3538
O 0.909 -1.107 1.351 -0.4987
O -0.644 1.363 -0.803 -0.2574
H -0.818 -0.627 -0.444 -0.0374
H 0.818 -0.169 -0.926 -0.6194
H -0.482 0.436 1.659 -0.1590
H 1.231 0.886 1.342 0.2704
H 1.843 -1.234 1.170 0.1923
H -1.226 1.209 -1.551 0.1418
C 4.540 -5.226 5.918 -1.4056
C 4.390 -5.870 4.499 0.6436
C 4.645 -4.922 3.338 -0.6882
O 3.738 -3.815 3.332 -0.4598
C 2.360 -4.214 3.095 -0.8217
N 5.425 -6.908 4.484 -0.7683
H 3.923 -5.537 6.761 0.3778
H 4.186 -4.197 5.870 0.3216
H 5.501 -4.978 6.370 0.3571
H 3.335 -6.142 4.454 0.1881
H 4.496 -5.321 2.335 0.3152
H 5.704 -4.667 3.296 0.4709
H 2.308 -4.930 2.275 0.5165
H 1.836 -3.359 2.668 0.0570
H 1.864 -4.411 4.045 0.3992
H 5.509 -7.519 5.284 0.2855
H 6.349 -6.507 4.564 0.2567
C 3.176 -3.636 -2.131 -1.5516
C 2.249 -2.990 -1.156 2.0252
C 0.845 -3.600 -0.903 -0.7330
O 0.916 -4.957 -0.380 -0.4560
C -0.190 -5.412 0.319 -0.7558
N 2.958 -2.890 0.049 -0.3878
H 3.659 -4.563 -1.822 0.3796
H 3.923 -2.850 -2.243 0.3356
H 2.669 -3.801 -3.082 0.3226
H 1.984 -1.998 -1.523 -1.1318
H 0.305 -3.794 -1.830 0.3128
H 0.304 -3.015 -0.160 0.7152
H -0.118 -5.091 1.358 0.2598
H -0.143 -6.499 0.374 0.2848
H -1.142 -5.265 -0.192 0.2972
H 3.203 -3.771 0.478 0.0206
H 3.753 -2.269 0.087 0.2339
C -1.700 -1.836 -3.743 -0.8024
C -0.702 -1.558 -4.910 0.3972
C 0.614 -2.414 -4.820 -0.1718
O 1.455 -2.184 -5.951 -0.4228
C 2.314 -1.076 -5.774 -0.7054
N -1.343 -1.709 -6.220 -0.7380
H -2.647 -1.362 -4.003 0.3144
H -1.166 -1.536 -2.842 -0.1420
H -1.871 -2.913 -3.726 0.3953
H -0.297 -0.547 -4.874 0.1962
H 0.397 -3.478 -4.906 0.3236
H 1.137 -2.293 -3.871 -0.1558
H 2.611 -0.870 -6.803 0.3311
H 3.102 -1.306 -5.058 0.2558
H 1.837 -0.177 -5.385 0.2750
H -1.595 -2.652 -6.480 0.2725
H -0.623 -1.448 -6.878 0.3296
C -7.140 4.559 3.180 -1.3766
C -6.043 3.618 3.649 0.3882
C -5.853 2.306 2.830 -0.7892
O -4.594 1.735 3.156 -0.4184
C -4.049 0.918 2.057 -0.0623
N -4.882 4.466 3.527 -0.5440
H -7.330 5.182 4.054 0.3670
H -8.050 4.032 2.893 0.3338
H -6.880 5.362 2.491 0.3561
H -6.185 3.178 4.636 0.3398
H -5.936 2.637 1.795 0.2909
H -6.668 1.600 2.996 0.3826
H -4.239 1.330 1.066 -0.0997
H -4.460 -0.086 2.161 0.4341
H -2.970 0.784 1.988 -0.0370
H -4.121 3.822 3.371 0.2245
H -4.767 4.857 4.451 0.2314
C -5.167 1.728 -2.883 -1.6138
C -4.017 1.368 -1.894 0.9709
C -4.175 -0.102 -1.290 -0.6149
O -4.284 -1.171 -2.256 -0.2531
C -4.927 -2.335 -1.845 -0.9159
N -2.794 1.359 -2.680 -0.5162
H -6.119 1.564 -2.377 0.4105
H -5.014 1.267 -3.859 0.3656
H -5.103 2.776 -3.177 0.4454
H -3.823 1.994 -1.023 -0.3258
H -5.069 -0.193 -0.674 0.7547
H -3.290 -0.365 -0.711 0.0205
H -4.824 -2.995 -2.707 0.2760
H -6.008 -2.218 -1.774 0.3437
H -4.424 -2.862 -1.035 0.3474
H -2.655 2.264 -3.105 0.2171
H -3.080 0.829 -3.490 0.1365
C 6.276 3.565 -0.527 -1.4627
C 4.899 3.492 -1.078 0.7990
C 4.019 2.349 -0.583 -0.5914
O 4.738 1.105 -1.084 -0.4003
C 4.236 0.516 -2.194 -0.4001
N 4.214 4.828 -0.978 -0.6758
H 6.930 2.755 -0.848 0.3128
H 6.250 3.661 0.559 0.3104
H 6.744 4.398 -1.051 0.4216
H 5.083 3.322 -2.138 0.0644
H 2.949 2.370 -0.790 0.2595
H 4.113 2.277 0.500 0.2819
H 3.252 0.086 -2.004 -0.0880
H 4.877 -0.299 -2.527 0.3053
H 4.074 1.214 -3.015 0.3774
H 4.817 5.626 -1.123 0.2643
H 3.852 5.022 -0.055 0.2037
C -1.696 6.374 1.504 -1.4998
C -1.183 5.108 0.783 0.3857
C -0.283 4.032 1.525 0.1989
O 0.727 4.687 2.301 -0.3662
C 0.479 4.678 3.670 -0.8593
N -2.125 4.537 -0.108 -0.5805
H -2.553 6.188 2.151 0.2183
H -2.202 7.018 0.785 0.4022
H -0.836 6.916 1.896 0.4083
H -0.407 5.536 0.149 0.1765
H 0.185 3.386 0.782 -0.0961
H -1.000 3.433 2.087 0.2061
H -0.195 3.892 4.010 0.3306
H -0.075 5.583 3.921 0.2755
H 1.421 4.361 4.118 0.2980
H -2.946 4.158 0.340 0.2330
H -1.666 3.792 -0.612 0.2339
```

SMILES = COC[C@H](C)N.COC[C@H](C)N.COC[C@H](C)N.COC[C@H](C)N.COC[C@H](C)N.COC[C@H](C)N.COC[C@H](C)N.OCCO
ΔE to the lowest compared entry with this formula, charge and spin = 122.9 kcal per mole
Charge = 0
Total energy = -61305.5179 eV
Spin multiplicity = 1
HOMO-LUMO gap = 0.33434 hartree